(1)
ORCA calculation (ωB97M-V/def2-TZVPD) on a cluster of 6 separate species, C40H82IN6O9 in total at a distorted geometry.

Positions of all 138 atoms, in Å:
C1 9.029 -2.049 -0.309
C2 8.559 -1.626 -1.697
C3 7.027 -1.773 -1.865
C4 6.299 -0.437 -2.145
C5 5.456 0.068 -0.950
C6 4.022 0.450 -1.337
C7 3.494 1.625 -0.468
C8 2.047 1.423 0.020
C9 1.039 2.190 -0.826
C10 -0.387 1.603 -0.765
C11 -1.487 2.675 -0.642
C12 -2.657 2.268 0.266
C13 -4.038 2.532 -0.336
C14 -5.083 1.597 0.282
C15 -6.538 1.951 -0.057
C16 -7.189 0.819 -0.879
C17 -6.588 0.816 -2.314
O1 -6.642 -0.285 -2.942
O2 -6.114 1.892 -2.742
N1 -8.658 0.992 -0.827
C18 -9.207 0.092 0.180
C19 -9.223 -1.366 -0.223
O3 -9.434 -2.181 0.974
C20 -9.525 -3.495 0.569
O4 -10.597 -4.016 0.316
C21 -8.199 -4.214 0.457
C22 -8.192 -5.402 1.461
C23 -9.271 0.969 -2.140
I1 -11.455 0.641 -2.095
C24 -9.107 2.327 -2.830
C25 -9.043 2.166 -4.361
H1 10.060 -1.734 -0.156
H2 9.019 -3.132 -0.216
H3 8.406 -1.604 0.461
H4 8.871 -0.605 -1.902
H5 9.038 -2.291 -2.417
H6 6.845 -2.436 -2.705
H7 6.644 -2.268 -0.979
H8 7.044 0.294 -2.434
H9 5.599 -0.625 -2.954
H10 5.430 -0.702 -0.183
H11 5.971 0.938 -0.546
H12 3.357 -0.404 -1.284
H13 4.088 0.812 -2.360
H14 4.152 1.662 0.394
H15 3.578 2.535 -1.055
H16 2.008 1.742 1.058
H17 1.837 0.356 -0.019
H18 1.400 2.118 -1.853
H19 1.066 3.246 -0.566
H20 -0.542 1.074 -1.701
H21 -0.434 0.898 0.061
H22 -0.991 3.551 -0.223
H23 -1.809 2.968 -1.639
H24 -2.566 1.208 0.499
H25 -2.568 2.817 1.201
H26 -4.363 3.558 -0.188
H27 -3.979 2.273 -1.389
H28 -4.937 1.614 1.364
H29 -4.823 0.583 -0.021
H30 -7.087 1.973 0.885
H31 -6.636 2.899 -0.569
H32 -6.837 -0.091 -0.401
H33 -8.531 0.141 1.032
H34 -10.160 0.418 0.582
H35 -10.009 -1.617 -0.930
H36 -8.245 -1.634 -0.619
H37 -8.090 -4.563 -0.562
H38 -7.395 -3.531 0.702
H39 -7.615 -6.206 1.036
H40 -9.220 -5.689 1.641
H41 -7.741 -5.041 2.376
H42 -8.935 0.168 -2.790
H43 -9.981 2.936 -2.633
H44 -8.229 2.832 -2.450
H45 -9.905 2.612 -4.847
H46 -8.117 2.581 -4.744
H47 -9.060 1.117 -4.645
C26 9.655 2.426 -1.611
O5 8.984 1.465 -1.293
N2 10.955 2.367 -1.951
C27 11.711 3.545 -2.325
C28 11.615 1.071 -1.939
H48 9.240 3.449 -1.650
H49 12.095 3.434 -3.341
H50 12.551 3.682 -1.641
H51 11.076 4.428 -2.284
H52 11.112 0.392 -2.629
H53 11.564 0.638 -0.940
H54 12.655 1.186 -2.235
C29 6.538 -5.784 -0.553
O6 6.524 -4.836 -1.310
N3 6.042 -5.765 0.699
C30 6.080 -6.925 1.565
C31 5.449 -4.530 1.189
H55 6.968 -6.761 -0.836
H56 5.066 -7.212 1.849
H57 6.650 -6.697 2.469
H58 6.553 -7.760 1.053
H59 4.614 -4.240 0.550
H60 6.189 -3.729 1.166
H61 5.096 -4.670 2.207
C32 -3.725 4.958 4.000
O7 -4.127 4.070 3.282
N4 -2.636 5.719 3.759
C33 -2.216 6.766 4.665
C34 -1.864 5.476 2.550
H62 -4.236 5.226 4.943
H63 -2.218 7.730 4.149
H64 -1.206 6.562 5.029
H65 -2.893 6.821 5.515
H66 -2.503 5.610 1.676
H67 -1.497 4.450 2.551
H68 -1.026 6.166 2.500
C35 4.168 5.387 1.581
O8 3.524 4.412 1.904
N5 5.459 5.358 1.191
C36 6.177 6.557 0.815
C37 6.145 4.076 1.149
H69 3.737 6.404 1.576
H70 6.525 6.476 -0.218
H71 7.040 6.697 1.470
H72 5.527 7.426 0.899
H73 5.632 3.402 0.463
H74 6.142 3.621 2.139
H75 7.171 4.219 0.817
C38 -4.433 -7.175 1.344
O9 -5.238 -6.274 1.441
N6 -4.630 -8.429 1.801
C39 -3.632 -9.469 1.657
C40 -5.889 -8.737 2.458
H76 -3.450 -7.038 0.860
H77 -4.039 -10.299 1.075
H78 -3.334 -9.839 2.641
H79 -2.754 -9.078 1.147
H80 -6.719 -8.553 1.776
H81 -6.019 -8.095 3.331
H82 -5.896 -9.779 2.768

Charge: -1
HOMO level, eV: -4.53
DFT total energy, Eh: -2876.7095


(2)
ORCA calculation (ωB97M-V/def2-TZVPD) on an isolated molecule of C2H3F3N2O4 at a distorted geometry.

Positions of all 14 atoms, in Å:
C1 -0.077 -0.365 0.467
O1 1.188 0.178 0.776
N1 1.576 1.151 -0.025
O2 1.168 2.604 0.649
C2 0.706 3.378 -0.234
F1 0.328 4.538 0.196
F2 1.529 3.611 -1.260
F3 -0.372 2.738 -0.859
N2 3.025 1.196 -0.191
O3 3.575 0.122 -0.226
O4 3.498 2.236 -0.457
H1 -0.920 0.374 0.409
H2 -0.332 -1.037 1.312
H3 0.187 -0.946 -0.488

SMILES: CON(OC(F)(F)F)[N+](=O)[O-]
HOMO level, eV: -11.55
DFT total energy, Eh: -787.8238
Energy above the lowest of the compared OMol25 structures with the same formula, charge and spin, kcal/mol: 0.0


(3)
ORCA calculation (ωB97M-V/def2-TZVPD) on a cluster of 2 separate species, C3HBr2F3O in total at a distorted geometry.

Positions of all 10 atoms, in Å:
C1 0.772 0.444 -0.652
C2 -2.071 0.036 -0.092
C3 1.475 -0.126 0.447
O1 0.953 0.842 -1.734
F1 -2.340 1.238 0.389
F2 -2.621 -0.168 -1.269
F3 1.029 0.141 1.662
Br1 1.345 -2.047 0.107
Br2 3.589 0.421 0.526
H1 -2.129 -0.782 0.616

HOMO level (spin up / spin down), eV: -8.87 / -9.11
DFT total energy, Eh: -5637.6211
Energy above the lowest of the compared OMol25 structures with the same formula, charge and spin, kcal/mol: 76.9